(1)
Density functional theory data (ωB97M-V/def2-TZVPD) for a 2-piece molecular cluster, C7H17N2 overall.

```
26
Properties=species:S:1:pos:R:3:forces:R:3:nbo_charge:R:1
C 2.139338 0.015558 0.108539 0.4559 -2.5218 2.6196 0.151
C 2.947635 1.228454 -0.097800 2.0558 0.9776 -1.6624 -0.705
C -2.826082 0.562767 -0.165831 -0.9248 -2.8632 0.2289 -0.735
C -0.644886 1.862528 -0.109784 -0.0740 0.9039 0.5469 -0.785
C 0.178749 -1.942244 1.340574 -1.7443 1.0107 -0.7910 -0.431
C -0.329204 -1.653437 -1.204927 0.7156 -0.4984 -1.2385 -0.440
C -1.632725 1.036632 0.451342 0.2274 0.9643 1.6457 0.250
N 0.919907 -0.118100 -0.222866 1.8772 0.7295 -0.4561 -0.289
N -0.028594 -1.039327 0.092179 0.6965 -0.6295 0.9723 -0.235
H 2.782924 -0.743651 0.794109 -2.0668 1.0951 -1.4438 0.179
H 2.503436 2.152165 0.443865 1.1869 -1.6188 -0.5966 0.259
H 4.049393 0.864257 0.171974 -2.3382 1.6772 -0.1874 0.256
H 3.026301 1.510796 -1.218426 -0.3375 -0.3625 1.6937 0.256
H -3.774458 1.038226 0.050598 0.0676 0.8223 0.2541 0.297
H -2.755680 0.355241 -1.200397 0.1177 0.2840 -1.2833 0.237
H -3.019989 -0.440369 0.289844 0.0631 0.4399 -0.1617 0.266
H -0.164967 2.480618 0.698747 -0.1731 -0.4422 -1.3665 0.265
H -1.093977 2.347754 -0.960659 -0.2643 0.9737 -0.2676 0.294
H 0.129149 1.312936 -0.756640 0.0389 -0.5151 0.9814 0.369
H -0.725265 -1.744018 1.973221 0.9579 -0.1738 -0.3413 0.217
H 0.086601 -2.967072 1.002197 0.4325 -0.1952 0.0788 0.225
H 1.090563 -1.736541 1.915038 -0.2696 -0.0158 -0.5403 0.229
H -0.781082 -0.937363 -1.860767 -0.3135 0.7620 -0.1581 0.210
H 0.551796 -1.994266 -1.777334 0.3149 0.3964 0.6478 0.213
H -0.932955 -2.522335 -1.308709 -1.0191 -0.6751 1.2383 0.235
H -1.695924 1.070781 1.551901 0.3173 -0.5253 -0.4130 0.210
```
Positions in Å, forces in eV/Å.

Calculated values
Charge: +1
Relative energy (zero: lowest compared OMol25 entry of this formula, charge and spin): 121.3 kcal/mol
Lowest unoccupied orbital energy (alpha / beta): -4.74 / -4.74 eV


(2)
Density functional theory data (ωB97M-V/def2-TZVPD) for a 3-piece molecular cluster, C2H4O2S2 overall.

```
10
Properties=species:S:1:pos:R:3:forces:R:3:nbo_charge:R:1
O 0.360042 -0.167983 -0.329173 0.2727 0.2610 0.0584 -0.462
C 1.270935 0.535906 -0.407081 -1.1202 -0.5023 -0.2051 0.471
S 2.437529 1.538054 -0.599185 0.5401 0.5964 -0.1251 -0.017
C -3.357390 0.354360 -0.368420 0.1854 -0.4597 -0.4659 -0.473
S -3.221284 1.916050 -0.582714 -0.3030 0.8219 -0.0769 0.097
H -4.197884 -0.266286 -0.656345 -0.3438 0.1958 0.0793 0.187
H -2.498614 -0.182654 -0.035612 0.5050 -0.5579 0.4595 0.189
O 2.740623 -1.056782 0.911184 -0.8847 -2.0120 1.9557 -0.950
H 2.895541 -1.825129 1.536399 -0.1906 1.4210 -1.2188 0.482
H 3.570501 -0.845536 0.530945 1.3391 0.2358 -0.4611 0.476
```
Positions in Å, forces in eV/Å.

Calculated values
Charge: 0
SMILES string: O=C=S.C=S.O
Relative energy (zero: lowest compared OMol25 entry of this formula, charge and spin): 22.5 kcal/mol
Lowest unoccupied orbital energy: -0.15 eV


(3)
Density functional theory data (ωB97M-V/def2-TZVPD) for a 5-piece molecular cluster, C31H69N3O5S2 overall.

```
110
Properties=species:S:1:pos:R:3:forces:R:3:mulliken_charge:R:1
C -3.406668 3.713831 2.121048 -0.5678 0.2618 0.0169 -0.589
S -2.867002 3.843673 0.389725 0.4589 -0.0597 0.1285 0.274
O -1.382243 3.546433 0.435329 -1.1341 0.5926 -0.2875 -0.434
C -3.722956 2.366831 -0.264635 1.0270 -0.5202 1.0885 -0.674
H -2.768430 2.990116 2.623064 -0.0546 0.0092 0.0138 0.045
H -4.461675 3.449765 2.221916 0.0632 -0.3021 -0.3157 0.430
H -3.348709 4.692631 2.596269 0.4927 0.0169 -0.0992 0.339
H -4.786869 2.559531 -0.359671 0.0604 0.1185 -0.5024 0.470
H -3.586329 1.532992 0.432937 -0.1317 0.1800 0.1914 0.221
H -3.140231 2.041366 -1.125437 -0.4846 0.3988 -0.4908 0.124
C -0.821341 1.063396 1.683382 0.4577 0.9385 0.4308 2.380
S -1.324478 -0.489689 0.945791 0.2925 -0.0863 0.1539 0.110
O -0.915274 -0.340886 -0.491674 -0.2421 -0.2755 0.5579 -0.574
C -0.104499 -1.547977 1.781760 0.1094 0.5365 0.8386 -0.636
H -1.422616 1.895540 1.304693 0.1818 -0.6907 -0.4068 -1.333
H 0.203491 1.295396 1.376886 -0.0565 -0.2647 -0.2950 -0.653
H -0.821933 1.255084 2.762383 -0.1657 -1.0817 0.0315 -0.552
H 0.839420 -1.007394 1.868377 0.1376 -0.1742 -0.5393 0.041
H -0.006316 -2.539274 1.350381 -0.0749 0.1393 -0.3881 0.252
H -0.411938 -1.671888 2.825445 -0.3920 0.0012 -0.1285 0.421
C 0.549931 -6.552455 -2.384603 -0.4899 0.1227 0.4743 -2.109
C -0.391033 -5.322184 -2.415292 1.5626 -0.4607 -0.7284 1.793
C -0.604277 -5.069455 -3.923369 -0.3954 1.0632 -0.3679 -1.402
C -1.781473 -4.139246 -4.165840 0.0189 -0.4481 -0.6819 -0.127
C -3.060955 -4.742010 -3.591773 0.5328 1.5339 -0.0887 -1.254
C -2.917797 -4.972955 -2.075336 -1.2075 -0.6399 -0.4944 1.908
N -1.659779 -5.678360 -1.780268 -0.3569 -0.1504 -0.9290 0.403
O -1.523480 -5.925676 -0.380632 0.1030 0.0066 -0.5722 -0.486
C -3.103661 -3.646542 -1.370783 0.9844 1.2323 1.0480 -1.572
C -4.044893 -5.942838 -1.704657 -0.7438 -0.9681 0.6104 -2.106
C 0.336028 -4.166267 -1.736988 -0.2734 1.5255 -0.0134 -1.741
H 0.924158 -6.649171 -1.363190 -0.0721 -0.5795 -0.0546 0.428
H 1.414404 -6.468326 -3.042643 -0.0236 0.4643 -0.0277 0.382
H -0.022026 -7.404811 -2.757842 0.0913 -0.2318 0.4563 0.512
H 0.243325 -4.575395 -4.410310 0.4336 -0.1284 0.6610 0.447
H -0.710109 -5.987577 -4.506745 -0.3266 -0.2470 0.3802 0.394
H -1.889487 -3.933425 -5.236765 -0.0899 -0.2929 -0.0251 0.438
H -1.563383 -3.141673 -3.774328 -0.1224 -0.1327 0.4226 -0.095
H -3.435465 -5.603883 -4.141946 0.3826 -0.2600 0.0766 0.311
H -3.789708 -3.939217 -3.740757 -0.4416 -0.3493 0.2604 0.450
H -2.278591 -2.957308 -1.588597 0.0637 -0.1697 -0.1557 0.148
H -3.986251 -3.047687 -1.599997 -0.3202 -0.5815 -0.3020 0.407
H -3.073292 -3.731433 -0.279497 -0.0804 -0.3322 -0.0532 0.340
H -3.883759 -6.948774 -2.107571 0.4747 0.1419 -0.0857 0.492
H -4.177428 -6.089076 -0.628283 0.2604 0.2281 0.0312 0.353
H -5.052817 -5.724532 -2.071908 0.2397 0.7575 -0.1543 0.373
H 0.145121 -4.126192 -0.662786 0.0445 -0.3146 -0.0049 0.346
H 0.008410 -3.194042 -2.126992 -0.2271 -0.1296 0.0309 0.135
H 1.414998 -4.102464 -1.893631 0.0066 -0.6345 -0.0793 0.535
H -1.590780 -6.887241 -0.393313 0.0324 0.0554 0.4366 0.352
C 0.422059 4.034179 6.432183 0.6830 -0.9363 0.7524 -1.949
C 0.163745 3.258950 5.115665 -1.0893 1.5020 1.0809 1.443
C -0.100198 4.327680 4.029109 1.1407 -0.4541 -1.3784 -0.177
C 1.147763 4.822007 3.289153 -0.0375 0.4166 -0.0619 -0.971
C 2.088446 3.702566 2.915828 0.3520 -0.2076 0.4326 -0.701
C 2.444530 2.775348 4.096991 -0.1695 0.1381 -0.5494 1.737
N 1.185195 2.307870 4.731604 0.6335 0.1472 -1.5018 0.743
O 1.517300 1.434316 5.798405 -0.1865 0.1556 0.3646 -0.551
C 3.107029 1.523199 3.487190 0.4764 0.0866 0.5398 -1.936
C 3.403193 3.461921 5.068352 0.2920 0.1153 -0.3107 -1.838
C -1.136281 2.489570 5.317924 -0.4211 -0.6530 0.0249 -1.680
H 0.807851 3.333597 7.183234 0.1825 0.0329 -0.1513 0.416
H 1.163186 4.824421 6.331438 -0.1580 0.1548 -0.0672 0.329
H -0.482048 4.406661 6.914991 -0.1628 0.2703 -0.5222 0.443
H -0.712802 3.877345 3.243280 -0.3434 0.1324 0.1554 -0.572
H -0.529343 5.252108 4.411127 -0.6888 -0.4761 0.4123 0.532
H 0.857120 5.362110 2.382611 -0.2402 -0.2030 -0.0319 0.466
H 1.635488 5.617771 3.864353 0.2986 -0.3653 0.2459 0.422
H 3.022548 4.131197 2.543659 0.0440 -0.1330 -0.0498 0.503
H 1.702609 3.061899 2.118770 -0.3266 0.2172 -0.0587 -0.124
H 3.829997 1.746367 2.700616 -0.0863 0.3305 0.0091 0.396
H 2.366191 0.849751 3.054710 -0.0933 -0.0018 0.0922 0.247
H 3.684964 1.024709 4.270160 -0.1504 -0.3182 -0.0957 0.490
H 4.317135 3.758707 4.545570 0.0405 -0.2574 -0.0759 0.428
H 3.674442 2.773137 5.866370 -0.0716 0.1999 0.1876 0.356
H 3.008505 4.399232 5.454640 -0.1736 -0.1611 0.2211 0.301
H -1.121625 1.950743 6.267423 -0.0613 0.0184 -0.0215 0.350
H -2.024789 3.123842 5.285003 0.1884 0.2687 0.2305 0.341
H -1.296091 1.746170 4.530754 0.2108 0.0580 0.0931 0.272
H 1.650035 0.592951 5.349206 -0.1641 -0.0627 0.0862 0.341
C -0.226471 2.020566 -2.501366 -1.5673 -1.1232 0.4964 -1.378
C 0.581133 1.401129 -3.641101 1.1406 0.6145 0.2207 2.083
C 1.705682 2.392210 -4.018068 0.2183 1.3739 0.0674 -1.322
C 2.865565 2.434862 -3.034145 0.1543 -0.8286 0.3610 -0.500
C 3.478091 1.033993 -2.944719 -0.7743 -0.0033 -0.3922 -1.391
C 2.421341 -0.035127 -2.525543 1.0480 0.3368 0.9587 1.920
N 1.180088 0.127201 -3.258807 0.6149 0.0257 -1.6258 -0.156
O 0.218500 -0.870002 -3.020892 0.2693 0.4122 1.0382 -0.200
C 3.025108 -1.402070 -2.843854 -0.9279 -0.6551 0.0894 -1.638
C 2.265688 0.080777 -0.981980 -0.0196 -0.4058 -0.4894 -1.310
C -0.259417 1.249193 -4.911775 -0.4376 -0.2977 -0.0137 -2.004
H -0.797090 1.206771 -2.030641 -0.1408 0.1645 -0.2958 0.054
H -0.992662 2.693690 -2.890696 0.2686 0.3864 0.1314 0.513
H 0.255878 2.426015 -1.611856 0.5456 0.4269 -0.5063 0.169
H 2.036362 2.321496 -5.057438 0.2236 -0.6884 0.1069 0.400
H 1.291151 3.408739 -4.007802 -0.4232 -0.1520 0.0453 0.425
H 2.475996 2.741278 -2.058441 0.0040 -0.1155 0.0750 0.172
H 3.638674 3.172885 -3.253644 -0.1332 0.0419 -0.4229 0.424
H 4.322743 0.984395 -2.256636 -0.1076 -0.0242 0.1518 0.516
H 3.873879 0.741692 -3.921194 -0.0655 0.1193 -0.1465 0.397
H 2.606852 -2.161993 -2.176129 0.1018 0.0498 0.0479 0.037
H 2.672403 -1.700888 -3.832683 0.4914 0.0744 -0.1635 0.419
H 4.107741 -1.432106 -2.739879 0.0439 0.1225 -0.1439 0.404
H 3.236038 -0.014539 -0.487477 0.0769 0.3534 -0.1144 0.552
H 1.777324 1.028927 -0.764192 0.0177 -0.1102 0.4684 0.037
H 1.706843 -0.776947 -0.609386 -0.4667 0.2273 0.0324 0.059
H -0.901012 2.129395 -4.974147 0.0579 0.0198 -0.3712 0.416
H -0.900234 0.367890 -4.972064 -0.0314 0.0084 0.5893 0.255
H 0.374705 1.160854 -5.794101 0.1124 0.2599 0.0553 0.439
H -0.076391 -0.679872 -2.100991 -0.2493 -0.4474 -0.3713 0.430
```
Positions in Å, forces in eV/Å.

Calculated values
Charge: 0
Relative energy (zero: lowest compared OMol25 entry of this formula, charge and spin): 28.3 kcal/mol
Lowest unoccupied orbital energy: 0.32 eV


(4)
Density functional theory data (ωB97M-V/def2-TZVPD) for C3H3Br3O as an isolated structure.

```
10
Properties=species:S:1:pos:R:3:forces:R:3:nbo_charge:R:1
C 0.164936 -0.886242 -0.361791 -0.0595 1.9362 -1.6745 -0.188
C 0.937837 -0.462045 0.778053 -0.1589 2.2404 2.6013 0.094
C 1.266150 2.773323 1.309712 0.2776 0.5388 -0.8088 -0.474
O 1.646542 -0.926866 -0.217920 0.6402 -0.2184 -1.3545 -0.443
Br 1.290023 3.417915 -0.526477 0.0312 -0.4856 1.0058 0.109
Br -0.062739 3.564470 2.373787 0.1372 -0.2026 -0.0456 0.161
Br 2.967978 2.538799 2.104241 -0.3529 0.1000 -0.1604 0.148
H -0.200265 -1.900404 -0.340421 -0.6151 0.1362 -0.2936 0.205
H -0.199464 -0.067067 -1.159016 0.7540 -2.2563 1.8145 0.202
H 1.168926 0.555661 1.315747 -0.6539 -1.7886 -1.0842 0.185
```
Positions in Å, forces in eV/Å.

Calculated values
Charge: 0
Relative energy (zero: lowest compared OMol25 entry of this formula, charge and spin): 110.5 kcal/mol
Lowest unoccupied orbital energy (alpha / beta): -1.49 / -0.21 eV